# 1
Here is a cluster of 10 separate species, C25H74N10O10 in total from OMol25. Energies are from ωB97M-V/def2-TZVPD.

Positions of all 119 atoms, in Å:
H1 6.2926 -5.0029 -0.8952
C1 -3.1845 -0.5516 -2.2027
H2 -3.6645 0.8776 1.3244
H3 -0.0800 0.7760 0.9041
H4 7.2520 -7.1667 -0.0973
C2 2.6956 -0.3021 -2.8443
H5 1.5882 -5.6084 -1.3530
H6 8.3517 -6.9383 1.2109
H7 -3.2765 -4.3098 0.6090
H8 5.1029 -2.7732 -1.4069
O1 2.4723 4.2655 1.1960
C3 -0.4651 6.6714 1.0450
N1 -3.6011 6.6020 2.6908
H9 -2.4218 -0.3281 -2.9486
O2 -0.9641 -0.9401 0.6244
H10 -5.2672 1.7642 -3.6219
H11 -0.7507 7.5162 1.6717
H12 -2.6180 4.1295 2.8751
H13 -0.7502 -1.7928 0.2388
H14 -6.7420 -1.3072 -5.7534
N2 -5.8293 1.6640 -4.4550
H15 4.4215 -2.2762 2.0109
H16 -5.1486 -1.5468 -3.7915
C4 -4.9070 -3.9916 1.9250
H17 1.0628 0.3937 -5.0613
H18 -0.6790 7.0571 0.0483
H19 3.8488 2.8044 0.8544
H20 0.4462 4.0414 0.9692
H21 -2.9160 -0.2603 -1.1873
H22 5.5549 0.1312 -1.7016
H23 -0.0665 -1.1727 4.7034
N3 1.9043 7.1301 0.6290
C5 1.0158 6.2297 1.2730
C6 -5.6444 5.7707 1.6269
H24 1.7116 -1.6641 0.5260
C7 -4.9347 -0.4869 -3.9295
H25 3.0281 -0.4763 -1.8210
H26 3.2979 -0.9862 -3.4422
H27 -4.6476 -4.9457 2.3838
H28 1.1015 6.1332 2.3553
H29 -2.9544 -3.4799 2.0671
C8 1.4532 -0.7090 0.9833
N4 -0.0638 -1.6691 3.8238
H30 1.2995 -4.2183 2.8972
H31 2.2827 -0.0023 1.0080
H32 -3.0269 4.4580 1.2048
C9 7.3499 -6.6759 0.8710
H33 6.5394 -2.9151 0.4069
H34 -2.2882 1.8645 1.7321
H35 -6.4142 5.0182 1.7979
H36 5.7978 2.0604 1.7350
O3 7.0821 -5.2766 0.9164
C10 4.8631 -3.2496 1.7971
O4 -4.4613 -0.0163 -2.5962
C11 1.2895 -0.4017 -3.2277
H37 -4.1167 7.1665 3.3507
H38 -7.7832 0.0830 -5.8600
H39 0.2751 0.0507 -0.7252
H40 4.4203 -1.8645 -0.1106
H41 -5.0808 1.6940 -5.1326
N5 0.7139 -3.4041 2.7778
C12 -4.4466 5.4131 2.6239
H42 0.7858 0.5232 -2.9466
H43 -5.2639 -3.3346 2.7182
O5 -3.9685 -2.2694 0.5743
H44 -3.6357 7.1626 1.8514
H45 5.5270 -3.5661 2.6015
O6 1.3510 -3.0332 4.8174
H46 6.5497 1.5753 -1.3399
H47 -3.1978 -1.6970 0.5792
C13 0.6435 -2.7248 3.8951
H48 5.2178 -5.5578 0.4956
H49 3.1078 0.6800 -3.0759
O7 4.8628 -0.0590 0.6062
H50 -5.5672 5.5251 0.5678
C14 -3.4503 4.1966 2.1746
H51 2.6953 2.9229 -0.4730
H52 -6.9008 0.1105 -3.5874
C15 5.9644 -4.8511 0.1330
H53 0.9887 4.9664 -0.3350
N6 4.6576 -2.7655 -0.5004
N7 1.1521 -4.8770 -0.8098
H54 0.0125 -3.2298 2.0723
H55 -4.9491 5.2509 3.5774
H56 -6.2171 6.6938 1.7162
H57 6.7682 2.3003 0.3013
H58 -1.8252 -5.3747 -0.5980
H59 -0.5953 -1.3449 3.0285
O8 1.1504 -0.4537 -4.6189
H60 1.8028 -4.1244 -0.6358
H61 -5.6687 -4.1600 1.1637
H62 -3.3996 -1.6191 -2.1556
N8 6.1878 1.7044 0.8741
C16 -3.6347 -3.4780 1.2155
C17 2.8069 3.0084 0.6079
H63 -0.5570 -6.3053 -1.3303
C18 5.6082 0.7991 0.1811
H64 -6.1670 0.1331 -6.5686
N9 -0.8449 -5.4863 -0.8141
H65 -1.1759 5.8883 1.3088
H66 1.4540 7.3197 -0.2549
O9 -4.0613 2.9015 2.1692
H67 -3.5032 2.3353 0.4555
C19 5.5648 -3.4016 0.4452
H68 4.0049 -3.9168 1.8778
C20 0.1620 -0.1273 0.3442
C21 1.2041 4.7833 0.7177
C22 -3.3389 1.9107 1.4459
H69 6.8087 -7.3218 1.5623
H70 2.1442 2.3356 1.1523
H71 -4.1734 -0.3532 -4.6980
H72 1.3919 -0.7975 2.0680
O10 -0.2722 -3.6078 -0.0124
C23 -0.0224 -4.5663 -0.5381
H73 0.7778 -1.2656 -2.8035
N10 5.8689 0.8720 -1.0910
C24 -6.7457 -0.2179 -5.7143
H74 2.7784 6.6495 0.4704
C25 -6.1850 0.2841 -4.3909

Its multiplicity is 1. For the strongest force on any atom, the calculation gives 13.13 eV/Å. Its total energy is -62495.7758 eV. As for the LUMO energy: 0.21 eV. As for the net charge: 0.



# 2
Here is a structure of composition C33H25FNO5PPt from OMol25. Energies are from ωB97M-V/def2-TZVPD.

Positions of all 67 atoms, in Å:
C1 -0.8131 -5.2062 -4.6098
C2 -0.2027 -3.6687 0.9867
H1 3.5536 -1.0012 2.3375
Pt1 1.2413 -0.1449 0.2005
O1 3.0084 0.8726 -0.1405
C3 -0.4786 -4.4250 2.0945
C4 4.1263 -0.8513 1.4243
O2 -0.4571 -1.2294 0.5186
H2 4.3070 -3.6276 -1.5914
H3 2.5189 -6.8792 -5.7496
C5 1.1340 0.7244 -5.6815
C6 0.2888 -3.6768 -1.4881
C7 1.5907 -5.3137 -4.6712
C8 3.9254 -1.4474 -0.5880
C9 4.5956 -3.6189 -4.6646
H4 0.0616 -6.2429 -1.2935
H5 -1.7048 -4.4112 -2.8420
C10 -0.5849 -5.8150 1.9824
P1 1.4253 -1.2556 -1.6522
C11 6.2278 -0.4392 -0.7330
N1 2.9592 -4.2541 -2.9348
H6 7.3141 0.4083 0.9464
C12 2.1437 1.0722 -4.7885
H7 2.8808 1.8143 -5.0629
O3 0.2294 -2.3718 -1.5540
C13 5.1857 -1.0197 -1.3274
H8 3.0984 -5.2961 -6.2063
F1 -1.9864 -5.4663 -5.1793
C14 3.4056 -0.2777 0.2202
C15 -0.0928 -5.7477 -0.3450
C16 -0.7815 -4.6269 -3.3650
H9 -0.6199 -0.4613 -6.0352
C17 0.4656 -4.3456 -2.7930
C18 0.3542 -5.5758 -5.2408
H10 1.0964 1.2000 -6.6526
H11 -0.8097 -6.3911 2.8720
C19 5.4578 -0.1815 1.6489
C20 2.1989 0.4758 -3.5433
C21 3.9319 -6.0469 -4.3557
C22 4.1782 -4.7136 -3.6888
H12 0.2991 -6.1105 -6.1810
H13 -0.4595 -7.5572 0.7296
C23 -0.0143 -4.3275 -0.2858
H14 4.9585 -4.8326 -2.9361
H15 5.4192 -3.9615 -5.2912
C24 0.1679 -0.2117 -5.3376
H16 3.6850 -6.7985 -3.6025
C25 0.1170 -2.2053 1.1621
C26 -0.3860 -6.4803 0.7781
C27 2.9222 -2.1580 -1.4674
C28 1.6734 -4.6014 -3.4527
H17 2.9750 0.7602 -2.8399
C29 6.3677 -0.0483 0.6875
C30 2.8005 -5.9053 -5.3501
H18 7.0769 -0.1958 -1.3602
C31 1.2322 -0.4827 -3.2119
O4 1.1143 -2.0205 1.8577
H19 4.8512 -6.3660 -4.8454
H20 5.2119 -1.2060 -2.3939
H21 -0.5606 -1.5342 -3.8168
H22 5.6716 0.1634 2.6515
H23 3.7692 -3.3256 -5.3142
H24 4.9306 -2.7279 -4.1323
C32 0.2013 -0.8164 -4.0911
C33 3.3211 -3.3616 -1.9727
O5 4.2466 -2.0981 0.6634
H25 -0.6017 -3.9516 3.0586

Its multiplicity is 1. For the strongest force on any atom, the calculation gives 1.01 eV/Å. Its total energy is -61588.2265 eV. As for the LUMO energy: -8.20 eV. As for the net charge: +2.